{
  "formula": "CHF3O2P",
  "method": "ωB97M-V/def2-TZVPD",
  "e_above_lowest_kj_mol": 130.0,
  "spin_multiplicity": 1,
  "smiles": "O=[P@H]([O-])C(F)(F)F",
  "total_charge": -1,
  "total_energy_ev": -22592.937,
  "molar_mass_g_mol": 132.99,
  "lumo_energy_ev": 4.29,
  "gap_ev": 9.46,
  "elements": ["O", "P", "O", "C", "F", "F", "F", "H"],
  "coordinates": [[1.065, 1.312, 1.233], [0.827, 0.509, 0.004], [1.000, 1.254, -1.260], [-0.816, -0.401, -0.017], [-0.954, -1.136, -1.150], [-1.889, 0.397, 0.016], [-0.862, -1.230, 1.040], [1.629, -0.705, 0.134]],
  "forces_ev_per_angstrom": [[-0.6737, -0.6059, 0.8248], [1.6490, 0.8433, 0.5183], [-0.2713, -0.6055, -1.1976], [0.7762, 0.7283, -0.4236], [-0.0272, -0.4273, 0.2166], [-0.5026, 0.1748, 0.3149], [-0.5297, -0.5333, 0.1287], [-0.4207, 0.4256, -0.3821]]
}


{
  "formula": "C2H12O3S2",
  "method": "ωB97M-V/def2-TZVPD",
  "e_above_lowest_kj_mol": 204.3,
  "spin_multiplicity": 1,
  "smiles": "CSSC.O.O.O",
  "total_energy_ev": -30080.112,
  "molar_mass_g_mol": 148.25,
  "lumo_energy_ev": 0.10,
  "gap_ev": 8.64,
  "elements": ["C", "S", "S", "C", "H", "H", "H", "H", "H", "H", "O", "H", "H", "O", "H", "H", "O", "H", "H"],
  "coordinates": [[0.490, 2.001, 0.918], [1.130, 1.803, -0.823], [-0.192, 0.353, -2.001], [0.909, -1.075, -1.793], [-0.424, 2.626, 1.084], [0.152, 1.002, 1.436], [1.292, 2.612, 1.436], [1.017, -1.756, -2.674], [1.790, -0.840, -1.238], [0.161, -1.600, -1.199], [0.487, -3.310, 3.582], [1.224, -3.204, 4.202], [0.323, -2.344, 3.381], [-1.197, -1.794, 0.866], [-1.238, -2.079, 1.787], [-1.034, -2.691, 0.467], [-1.976, 3.289, -3.028], [-1.657, 3.490, -3.915], [-1.256, 3.515, -2.488]],
  "forces_ev_per_angstrom": [[-1.1296, -0.6390, 1.0272], [-1.8268, -0.8787, -0.2813], [1.9471, 2.4871, 0.8733], [-2.3676, -1.5070, -0.3525], [0.6370, -0.3003, -0.9833], [1.4295, 1.6964, -0.9990], [-0.5794, -1.2608, -0.4390], [0.3626, 1.2328, 0.2950], [0.5182, 0.0269, 0.0893], [0.9942, -0.7940, 0.6518], [0.0747, 2.1096, -0.0422], [-0.1240, -0.4594, -0.0750], [0.0952, -1.5955, 0.1073], [0.3399, -1.8243, -0.1545], [-0.2064, 0.3904, 0.1343], [-0.2015, 1.3438, 0.1082], [-1.3523, -0.3064, -1.3150], [-0.1559, -0.1041, 0.0063], [1.5450, 0.3827, 1.3493]]
}


{
  "formula": "C5H8O5",
  "method": "ωB97M-V/def2-TZVPD",
  "e_above_lowest_kj_mol": 132.1,
  "spin_multiplicity": 1,
  "smiles": "C=C(C)C(=O)O.O=C(O)O",
  "total_energy_ev": -15551.403,
  "molar_mass_g_mol": 148.11,
  "lumo_energy_ev": 0.03,
  "gap_ev": 9.76,
  "elements": ["C", "C", "C", "C", "O", "O", "H", "H", "H", "H", "H", "H", "O", "C", "O", "O", "H", "H"],
  "coordinates": [[-0.318, -1.699, -0.041], [0.017, -0.560, 0.573], [-0.861, 0.105, 1.593], [1.613, -0.348, 0.800], [1.942, 0.017, 1.894], [2.337, -0.527, -0.254], [-1.287, -2.158, 0.100], [0.343, -2.193, -0.738], [-1.887, 0.176, 1.228], [-0.484, 1.102, 1.832], [-0.851, -0.464, 2.521], [1.751, -0.238, -1.205], [0.751, 0.258, -2.056], [-0.050, 0.931, -1.385], [0.354, 2.014, -0.729], [-1.369, 0.940, -1.637], [-0.393, 2.461, -0.305], [-1.609, 0.184, -2.192]],
  "forces_ev_per_angstrom": [[-0.2802, 0.4029, -0.1626], [1.8750, -1.3810, 1.4918], [-0.0006, 0.2240, -0.1583], [-2.9761, 1.1080, -0.6992], [0.5240, -0.4115, 0.1815], [-0.1296, 0.3698, -2.3702], [-0.2490, 0.1089, -0.1235], [0.2423, -0.1002, 0.1709], [-0.0158, -0.0076, 0.0670], [-0.0711, -0.0746, 0.0232], [-0.0147, 0.0322, 0.0451], [1.1936, -0.7134, 2.4299], [-0.9669, 0.4076, 1.0591], [0.4924, 1.0600, -3.0512], [-0.1864, -0.8297, 0.3534], [0.3656, -0.0552, 0.6841], [-0.0499, -0.0667, -0.0164], [0.2474, -0.0735, 0.0754]]
}